This record from the OMol25 dataset describes 10 unconnected molecules or ions with the total composition C36H54Br4N6O2 at a distorted geometry. The level of theory is ωB97M-V with the def2-TZVPD basis set.

HOMO: -7.7 eV
DFT total energy: -12179.07360 a.u.
LUMO: 0.3 eV
spin multiplicity: 1

Last column: Mulliken charge in e.
Atoms and positions in Å:
C  2.109  2.838  -3.360  -0.588
C  2.835  2.650  -2.203  -0.725
C  2.415  3.603  -1.264  -0.776
N  1.451  4.340  -1.912  0.302
C  1.280  3.932  -3.185  -0.701
H  2.296  2.225  -4.229  0.563
H  3.573  1.902  -1.956  0.636
H  2.722  3.839  -0.256  0.595
H  0.967  5.152  -1.555  0.412
H  0.585  4.431  -3.844  0.397
C  4.260  -1.731  -2.373  -1.428
C  2.979  -1.143  -2.448  0.752
C  2.309  -1.782  -3.523  -1.027
N  3.079  -2.790  -4.034  0.028
C  4.266  -2.721  -3.323  -0.423
H  5.042  -1.462  -1.679  0.429
H  2.571  -0.326  -1.872  0.603
H  1.310  -1.731  -3.931  0.440
H  2.846  -3.354  -4.838  0.216
H  4.999  -3.492  -3.508  0.408
C  -2.526  0.635  -5.833  -0.859
C  -2.089  0.641  -4.514  -0.183
C  -0.714  0.776  -4.527  -0.190
N  -0.323  0.675  -5.847  0.087
C  -1.382  0.733  -6.665  -0.619
H  -3.581  0.461  -5.982  0.388
H  -2.673  0.526  -3.612  0.500
H  0.064  0.727  -3.779  0.232
H  0.660  0.721  -6.073  0.243
H  -1.308  0.683  -7.741  0.416
C  -2.108  -5.721  1.954  -0.809
C  -1.758  -4.430  1.738  0.652
C  -0.794  -4.479  0.687  -1.195
N  -0.548  -5.754  0.324  0.121
C  -1.357  -6.542  1.132  -0.614
H  -2.724  -6.114  2.749  0.421
H  -2.171  -3.646  2.354  0.554
H  -0.264  -3.669  0.209  0.143
H  0.060  -6.055  -0.424  0.211
H  -1.364  -7.615  1.008  0.447
C  -2.231  -0.258  3.464  0.307
C  -2.682  -0.495  4.802  -1.026
C  -4.046  -0.813  4.609  -0.601
N  -4.350  -0.965  3.280  0.056
C  -3.221  -0.605  2.578  -0.700
H  -1.200  -0.035  3.233  0.405
H  -2.084  -0.455  5.701  0.416
H  -4.754  -1.017  5.399  0.409
H  -5.230  -1.252  2.875  0.223
H  -3.166  -0.854  1.529  0.452
C  -0.422  7.345  -1.593  -0.511
C  -0.140  6.870  -0.292  -0.720
C  -1.036  5.868  -0.049  -0.239
N  -1.811  5.711  -1.140  0.106
C  -1.440  6.590  -2.099  -0.542
H  0.046  8.106  -2.199  0.370
H  0.544  7.337  0.401  0.447
H  -1.125  5.050  0.650  0.314
H  -2.480  4.968  -1.282  0.251
H  -1.914  6.422  -3.054  0.440
C  2.881  -2.729  3.239  0.012
C  1.674  -3.322  3.992  -0.259
C  1.844  -4.790  3.590  -0.182
O  3.274  -4.995  3.558  -0.469
C  3.991  -3.752  3.463  -0.533
H  3.211  -1.796  3.696  0.345
H  2.672  -2.657  2.172  -0.309
H  0.692  -3.055  3.603  0.032
H  1.658  -3.193  5.074  0.327
H  1.370  -4.985  2.628  0.056
H  1.465  -5.448  4.372  0.319
H  4.743  -3.790  2.675  0.277
H  4.467  -3.608  4.432  0.285
C  0.177  3.984  3.402  -0.545
C  0.869  2.679  3.855  -0.183
C  1.979  2.389  2.802  0.108
O  1.853  3.553  1.923  -0.290
C  1.285  4.653  2.590  0.058
H  -0.112  4.709  4.164  0.438
H  -0.744  3.777  2.857  0.186
H  0.191  1.826  3.848  -0.069
H  1.429  2.779  4.785  0.345
H  1.757  1.447  2.301  -0.312
H  3.005  2.311  3.164  0.314
H  0.899  5.302  1.804  -0.334
H  2.043  5.213  3.137  0.338
Br  1.290  -1.156  0.597  -0.104
C  -0.264  0.047  0.433  0.191
C  -0.120  0.909  -0.795  0.100
Br  -1.603  2.215  -0.910  -0.182
H  -0.478  0.646  1.318  0.268
H  -1.188  -0.511  0.279  -0.147
H  -0.208  0.204  -1.622  -0.182
H  0.840  1.426  -0.784  0.118
Br  -1.805  -2.107  -1.907  0.041
C  -3.353  -3.161  -1.225  -0.636
C  -4.487  -3.018  -2.288  -0.714
Br  -6.007  -4.150  -1.883  -0.184
H  -3.613  -2.919  -0.195  0.390
H  -2.942  -4.169  -1.162  0.375
H  -4.057  -3.221  -3.269  0.409
H  -4.831  -1.989  -2.392  0.388


This record from the OMol25 dataset describes a molecular structure, C38H36Br2HfN5O at a distorted geometry. The level of theory is ωB97M-V with the def2-TZVPD basis set.

HOMO: -8.8 eV
DFT total energy: -7014.58829 a.u.
LUMO: -3.1 eV
net charge: +1
spin multiplicity: 1

Last column: Mulliken charge in e.
Atoms and positions in Å:
Hf  -0.219  -0.434  -0.240  0.208
C  -2.761  1.221  -1.736  -1.147
C  -3.668  0.135  -1.307  -1.673
C  -3.542  -0.178  0.160  1.104
C  -4.670  -0.206  0.978  -0.902
C  -4.576  -0.534  2.296  -0.503
C  -3.330  -0.832  2.844  -0.912
C  -2.241  -0.803  2.021  -0.344
N  -2.340  -0.555  0.691  0.357
N  -1.311  0.872  -1.927  0.638
C  -1.149  0.226  -3.245  -1.471
C  0.183  -0.445  -3.341  0.829
C  0.972  -0.346  -4.449  -0.955
C  2.112  -1.110  -4.582  -0.547
C  2.492  -1.939  -3.540  -0.925
C  1.701  -1.913  -2.405  -0.403
N  0.580  -1.179  -2.297  0.403
C  -0.416  2.132  -1.888  -1.599
C  0.508  2.115  -0.646  2.586
C  1.300  3.364  -0.707  -1.265
C  2.503  3.310  -1.305  -0.634
C  3.059  2.079  -1.789  -1.675
C  2.483  0.898  -1.441  -0.128
N  1.346  0.853  -0.782  1.205
H  -3.182  1.622  -2.680  0.525
H  -2.810  2.025  -1.025  0.572
H  -4.684  0.429  -1.547  0.668
H  -3.502  -0.800  -1.833  0.272
H  -5.633  0.001  0.452  0.423
H  -5.426  -0.655  2.982  0.392
H  -3.297  -1.140  3.917  0.448
H  -1.255  -1.018  2.388  0.602
H  -1.906  -0.541  -3.400  0.539
H  -1.275  1.005  -4.001  0.605
H  0.635  0.284  -5.284  0.482
H  2.724  -1.023  -5.470  0.456
H  3.344  -2.597  -3.643  0.463
H  1.913  -2.487  -1.575  0.536
H  0.167  2.115  -2.815  0.329
H  -1.001  3.056  -1.925  0.359
H  0.786  4.275  -0.342  0.324
H  3.078  4.201  -1.420  0.552
H  4.066  1.971  -2.255  0.322
H  3.027  -0.010  -1.655  0.574
Br  2.937  -2.781  2.985  -0.129
C  1.633  -3.660  1.943  -0.298
C  1.497  -5.053  1.962  -0.013
C  0.539  -5.758  1.318  -0.494
Br  0.631  -7.687  1.521  -0.192
C  -0.364  -5.022  0.472  0.799
C  -1.390  -5.550  -0.396  -0.646
C  -2.085  -4.695  -1.213  -1.193
C  -1.778  -3.307  -1.277  -0.024
N  -0.827  -2.823  -0.518  0.428
C  -0.174  -3.604  0.362  -0.020
C  0.807  -2.919  1.125  0.026
O  0.889  -1.618  1.058  -0.117
H  2.177  -5.653  2.576  0.424
H  -1.551  -6.649  -0.344  0.379
H  -2.875  -5.128  -1.861  0.397
H  -2.344  -2.720  -1.989  0.411
C  -0.728  3.663  2.132  -2.012
C  0.038  2.348  1.946  2.399
C  -0.420  1.495  3.154  -1.806
C  -0.346  1.669  0.605  -0.632
C  1.529  2.538  2.104  0.564
C  2.359  1.411  2.199  0.236
C  3.720  1.591  2.484  -1.146
C  4.296  2.856  2.608  -0.728
C  3.467  3.965  2.587  -0.811
C  2.123  3.812  2.317  -0.419
H  -1.781  3.483  2.002  0.473
H  -0.455  4.435  1.367  0.299
H  -0.593  4.067  3.148  0.515
H  -1.484  1.309  3.181  0.378
H  -0.140  2.030  4.079  0.531
H  0.136  0.513  3.223  0.168
H  -1.314  2.071  0.428  0.301
H  1.934  0.366  2.026  -0.404
H  4.418  0.804  2.665  0.411
H  5.316  3.067  2.729  0.510
H  3.861  4.959  2.713  0.406
H  1.557  4.728  2.350  0.339


This record from the OMol25 dataset describes 5 unconnected molecules or ions with the total composition C12H16Cl12N3O2. The level of theory is ωB97M-V with the def2-TZVPD basis set.

HOMO: -12.6 eV
DFT total energy: -6303.59459 a.u.
LUMO: -5.0 eV
net charge: +1
spin multiplicity: 1

Last column: natural (NBO) charge in e.
Atoms and positions in Å:
N  4.424  -2.639  -0.237  -0.825
C  3.780  -3.421  -1.280  -0.203
C  3.523  -2.713  -2.631  -0.468
C  2.812  -1.408  -2.445  0.011
C  3.539  -0.234  -2.407  0.087
N  2.935  0.950  -2.213  -0.410
C  1.613  1.072  -2.039  0.078
C  0.831  -0.053  -2.063  -0.223
C  1.422  -1.298  -2.264  -0.030
C  0.516  -2.509  -2.358  0.742
O  0.606  -3.274  -3.271  -0.479
O  -0.482  -2.607  -1.450  -0.363
N  -0.157  -2.287  -0.095  -0.486
H  5.188  -2.068  -0.571  0.356
H  3.784  -2.077  0.303  0.356
H  4.371  -4.314  -1.463  0.222
H  2.806  -3.737  -0.898  0.185
H  2.908  -3.364  -3.245  0.272
H  4.471  -2.551  -3.143  0.226
H  4.611  -0.217  -2.534  0.244
H  3.498  1.791  -2.203  0.450
H  1.202  2.057  -1.878  0.254
H  -0.235  0.034  -1.912  0.274
H  0.842  -2.376  0.050  0.339
H  -0.474  -1.338  0.082  0.363
C  -3.145  0.866  -0.381  -0.287
Cl  -2.667  0.120  -1.911  0.015
Cl  -1.748  0.975  0.703  0.002
Cl  -3.849  2.453  -0.644  0.051
H  -3.888  0.226  0.080  0.251
C  -4.279  2.790  3.262  -0.291
Cl  -3.170  4.065  3.761  0.026
Cl  -3.650  1.198  3.712  0.004
Cl  -5.885  3.041  3.936  0.035
H  -4.360  2.824  2.184  0.219
C  -3.293  -3.742  1.714  -0.284
Cl  -4.897  -4.155  1.121  0.038
Cl  -3.026  -1.990  1.625  -0.025
Cl  -3.045  -4.317  3.355  0.040
H  -2.561  -4.213  1.072  0.232
C  -0.879  7.696  3.660  -0.287
Cl  -2.186  7.585  2.481  0.018
Cl  -1.026  9.154  4.632  0.037
Cl  -0.833  6.257  4.684  0.015
H  0.055  7.747  3.118  0.224